(1)
Formula: C5H16N2S
Source: the OMol25 dataset
Level of theory: ωB97M-V/def2-TZVPD

Calculated values
Calculated total energy in Ha: -707.60738
Relative energy (zero: lowest compared OMol25 entry of this formula, charge and spin) in kcal/mol: 111.1
2S+1: 1
E_LUMO in Eh: -0.08046

Bonds (Å) are listed after each position.
CARTESIAN COORDINATES (ANGSTROEM)
1 S -1.52516 -0.31788 -0.14363  C7 1.839
2 N -0.41756 2.61915 -0.34697  C8 1.456, H12 1.045, H17 1.065
3 N 1.80868 0.64989 -2.53094  C6 1.439, H9 1.087, H13 1.066
4 C -0.80595 -1.28277 2.72020  C5 1.545, H15 1.158, H16 1.088, H22 1.102
5 C -0.25715 -2.13027 1.55039  C4 1.545, C7 1.586, H19 1.111, H24 1.122
6 C 1.36607 1.21645 -1.28453  N3 1.439, C8 1.541, H18 1.083, H21 1.124
7 C -1.13841 -2.07538 0.23300  S1 1.839, C5 1.586, H10 1.114, H11 1.098
8 C 0.22592 2.20819 -1.58638  N2 1.456, C6 1.541, H20 1.107, H23 1.081
9 H 1.14934 -0.13225 -2.89750  N3 1.087
10 H -2.09256 -2.62985 0.38242  C7 1.114
11 H -0.51754 -2.48021 -0.57746  C7 1.098
12 H -0.65327 1.71032 0.11287  N2 1.045
13 H 2.83713 0.36916 -2.50124  N3 1.066
14 H 0.30683 0.40925 1.16679  no bonds
15 H -1.26485 -0.34249 2.22402  C4 1.158
16 H -0.05111 -0.96932 3.43797  C4 1.088
17 H -1.35165 3.08181 -0.56501  N2 1.065
18 H 2.17042 1.71430 -0.75624  C6 1.083
19 H -0.23900 -3.20326 1.83633  C5 1.111
20 H 0.65331 3.10888 -2.06745  C8 1.107
21 H 1.04893 0.39203 -0.59002  C6 1.124
22 H -1.52055 -1.93129 3.25192  C4 1.102
23 H -0.48136 1.78002 -2.28326  C8 1.081
24 H 0.74949 -1.76449 1.21471  C5 1.122

(2)
Formula: C5H16N3
Source: the OMol25 dataset
Level of theory: ωB97M-V/def2-TZVPD

Calculated values
Calculated total energy in Ha: -364.13111
Charge: +1
Relative energy (zero: lowest compared OMol25 entry of this formula, charge and spin) in kcal/mol: 27.8
2S+1: 1
E_LUMO in Eh: -0.10770

Bonds (Å) are listed after each position.
CARTESIAN COORDINATES (ANGSTROEM)
1 N -1.00141 1.18593 -1.68877  C5 1.346, H11 1.022, H14 0.998
2 N -1.64621 -0.44530 -0.17234  C5 1.330, C7 1.514, H12 1.013
3 N -1.00863 -1.01371 -2.33556  C5 1.332, H20 0.996, H23 1.017
4 C 2.05583 1.48804 0.13315  C8 1.620, H10 1.105, H18 1.057, H19 1.075
5 C -1.18642 -0.10921 -1.37434  N1 1.346, N2 1.330, N3 1.332
6 C 1.40582 -0.21742 1.97529  C8 1.549, H13 1.141, H15 1.084, H21 1.100
7 C -1.83996 -1.87571 0.28550  N2 1.514, H9 1.088, H22 1.092, H24 1.124
8 C 0.94011 1.05573 1.22521  C4 1.620, C6 1.549, H16 1.103, H17 1.086
9 H -1.53309 -2.05206 1.31399  C7 1.088
10 H 2.10253 0.64984 -0.58561  C4 1.105
11 H -0.31115 1.42372 -2.40450  N1 1.022
12 H -2.02656 0.24778 0.46118  N2 1.013
13 H 1.00178 -0.18491 3.04238  C6 1.141
14 H -0.99142 1.83599 -0.93107  N1 0.998
15 H 2.48949 -0.20862 1.99644  C6 1.084
16 H 1.24025 1.81720 1.96437  C8 1.103
17 H -0.07945 1.03769 0.85181  C8 1.086
18 H 1.97367 2.39708 -0.40074  C4 1.057
19 H 2.99431 1.54569 0.65455  C4 1.075
20 H -1.12053 -1.99090 -2.18017  N3 0.996
21 H 1.04545 -1.19254 1.61536  C6 1.100
22 H -1.07156 -2.46743 -0.21635  C7 1.092
23 H -0.53871 -0.80540 -3.21310  N3 1.017
24 H -2.89416 -2.12149 -0.01667  C7 1.124

(3)
Formula: C5H16N3
Source: the OMol25 dataset
Level of theory: ωB97M-V/def2-TZVPD

Calculated values
Calculated total energy in Ha: -363.95491
Charge: +1
Relative energy (zero: lowest compared OMol25 entry of this formula, charge and spin) in kcal/mol: 138.3
2S+1: 1
E_LUMO in Eh: -0.26472

Bonds (Å) are listed after each position.
CARTESIAN COORDINATES (ANGSTROEM)
1 N 0.19247 1.23854 0.75693  C6 1.680, H12 1.025, H17 1.025
2 N 0.54327 0.51330 3.14264  C6 1.470, H21 1.018, H22 1.023
3 N 1.19259 -1.15605 1.67316  C6 1.380, H14 1.033, H23 1.019
4 C -0.04932 -0.66111 -1.25525  C7 1.552, C8 1.534, H15 1.090, H20 1.118
5 C -2.38727 0.35090 -1.21897  C7 1.530, H11 1.107, H13 1.088, H19 1.089
6 C 1.02785 0.20954 1.78877  N1 1.680, N2 1.470, N3 1.380
7 C -1.05206 0.28831 -1.96278  C4 1.552, C5 1.530, H9 1.087, H18 1.102
8 C 1.42367 -0.23537 -1.28349  C4 1.534, H10 1.103, H16 1.088, H24 1.114
9 H -1.10199 -0.08789 -2.98133  C7 1.087
10 H 2.08838 -1.09586 -1.10026  C8 1.103
11 H -2.99051 -0.56764 -1.35120  C5 1.107
12 H -0.67768 0.89946 1.17877  N1 1.025
13 H -3.02282 1.10891 -1.67107  C5 1.088
14 H 1.15191 -1.33818 0.65717  N3 1.033
15 H -0.33429 -0.89994 -0.23082  C4 1.090
16 H 1.63347 0.55944 -0.57012  C8 1.088
17 H 0.49392 1.92286 1.45848  N1 1.025
18 H -0.70659 1.33189 -1.89085  C7 1.102
19 H -2.21130 0.49159 -0.15403  C5 1.089
20 H -0.16653 -1.65928 -1.74526  C4 1.118
21 H 1.29849 0.24729 3.77209  N2 1.018
22 H -0.11988 -0.26257 3.21056  N2 1.023
23 H 2.10743 -1.36377 2.07046  N3 1.019
24 H 1.66681 0.16563 -2.29360  C8 1.114

(4)
Formula: C5H16N3O3P
Source: the OMol25 dataset
Level of theory: ωB97M-V/def2-TZVPD

Calculated values
Calculated total energy in Ha: -931.46207
2S+1: 1
E_LUMO in Eh: 0.02357

Bonds (Å) are listed after each position.
CARTESIAN COORDINATES (ANGSTROEM)
1 P -0.41777 2.22242 -1.12858  O2 1.592, O3 1.612, N5 1.549, C9 1.853
2 O -1.81967 2.02766 -0.39968  P1 1.592, H13 0.972
3 O -0.84468 2.10506 -2.67879  P1 1.612, H28 0.972
4 O -0.11977 1.06381 1.43600  C11 1.390, C12 1.416
5 N 0.33463 3.53493 -0.79814  P1 1.549, H23 1.012
6 N 0.64059 -0.27098 -1.84887  C9 1.472, H16 1.011, H17 1.011
7 N -0.32646 -1.09150 0.45931  C8 1.463, C11 1.464, H22 1.012
8 C 0.49293 -2.30329 0.44545  N7 1.463, C10 1.525, H19 1.075, H25 1.091
9 C 0.68166 0.76654 -0.80482  P1 1.853, N6 1.472, C11 1.535, H21 1.076
10 C -0.23419 -3.46732 -0.21961  C8 1.525, H14 1.079, H24 1.078, H27 1.080
11 C 0.45971 0.13745 0.57724  O4 1.390, N7 1.464, C9 1.535, H26 1.093
12 C -0.01102 0.73656 2.80940  O4 1.416, H15 1.082, H18 1.083, H20 1.083
13 H -2.45767 2.67543 -0.74297  O2 0.972
14 H 0.29273 -3.77673 -1.10857  C10 1.079
15 H -0.99850 0.68087 3.24919  C12 1.082
16 H 1.01111 0.13095 -2.69954  N6 1.011
17 H -0.31619 -0.55147 -2.01462  N6 1.011
18 H 0.54008 1.51628 3.31998  C12 1.083
19 H 1.38327 -2.11321 -0.12607  C8 1.075
20 H 0.47312 -0.21955 2.96670  C12 1.083
21 H 1.67104 1.18949 -0.83606  C9 1.076
22 H -0.96149 -1.15460 1.24465  N7 1.012
23 H -0.17212 4.10356 -0.13243  N5 1.012
24 H -1.21458 -3.13723 -0.52380  C10 1.078
25 H 0.82618 -2.56739 1.45017  C8 1.091
26 H 1.45017 -0.11641 0.96347  C11 1.093
27 H -0.29855 -4.33195 0.42469  C10 1.080
28 H -0.02941 2.17346 -3.20363  O3 0.972

(5)
Formula: C5H16N4O2P
Source: the OMol25 dataset
Level of theory: ωB97M-V/def2-TZVPD

Calculated values
Calculated total energy in Ha: -910.73296
Charge: -1
Relative energy (zero: lowest compared OMol25 entry of this formula, charge and spin) in kcal/mol: 31.6
2S+1: 1
E_LUMO in Eh: 0.05814

Bonds (Å) are listed after each position.
CARTESIAN COORDINATES (ANGSTROEM)
1 P -0.83311 1.07808 -1.03208  N5 1.536, N7 1.752, H16 1.409, H28 1.416
2 O 2.28828 2.23979 -0.15039  C9 1.342
3 O 5.09812 2.34470 -2.43298  C11 1.328
4 N -2.88251 0.50928 0.90388  C12 1.381, H20 1.014, H22 1.018
5 N -0.40537 1.97763 0.13715  P1 1.536, H17 1.059
6 N -2.80112 -1.85961 0.85286  C8 1.476, C12 1.376, H19 1.015
7 N -1.37854 -0.50200 -0.50810  P1 1.752, C12 1.321, H15 1.011
8 C -1.84239 -2.98008 0.78870  N6 1.476, C10 1.535, H21 1.082, H24 1.083
9 C 2.95126 1.98692 -1.29004  O2 1.342, C11 1.627, H14 1.119, H23 1.118
10 C -0.70494 -2.91206 1.81665  C8 1.535, H18 1.083, H25 1.083, H26 1.082
11 C 4.45962 2.59673 -1.29605  O3 1.328, C9 1.627, H13 1.119, H27 1.118
12 C -2.31797 -0.65006 0.40916  N4 1.381, N6 1.376, N7 1.321
13 H 4.91736 2.17476 -0.36672  C11 1.119
14 H 3.09987 0.90567 -1.53685  C9 1.119
15 H -0.95857 -1.31204 -0.94245  N7 1.011
16 H 0.20267 0.78131 -1.94023  P1 1.409
17 H 0.62852 2.14805 -0.01346  N5 1.059
18 H -0.92774 -3.58277 2.63710  C10 1.083
19 H -3.03008 -1.70197 1.82904  N6 1.015
20 H -3.85147 0.34382 1.15389  N4 1.014
21 H -1.49897 -3.09355 -0.23074  C8 1.082
22 H -2.34714 0.90634 1.67393  N4 1.018
23 H 2.49117 2.39695 -2.22300  C9 1.118
24 H -2.41655 -3.87531 0.99338  C8 1.083
25 H 0.18754 -3.31965 1.35924  C10 1.083
26 H -0.52142 -1.91575 2.19775  C10 1.082
27 H 4.30979 3.67423 -1.03955  C11 1.118
28 H -1.91634 1.64060 -1.75008  P1 1.416